Model i:
A cluster of 2 separate species, C9H7NS in total. Source: OMol25; level of theory: ωB97M-V/def2-TZVPD.

Positions of all 18 atoms, in Å:
1 C 1.532 3.335 0.042
2 C 1.734 2.537 -0.822
3 C -2.238 -0.714 -0.038
4 C -1.895 -0.190 1.207
5 C -1.277 -1.206 -0.898
6 C -0.578 -0.137 1.618
7 C 0.048 -1.163 -0.485
8 C 0.393 -0.627 0.761
9 C 2.368 -1.466 -0.575
10 N 1.174 -1.594 -1.157
11 S 2.126 -0.724 0.962
12 H 1.405 4.050 0.801
13 H -3.276 -0.736 -0.336
14 H -2.673 0.174 1.861
15 H -1.541 -1.620 -1.860
16 H -0.301 0.270 2.576
17 H 1.889 1.835 -1.587
18 H 1.110 -2.024 -2.068

orbital gap	9.711	eV
charge	0
LUMO	0.803	eV
2S+1	1

---

Model ii:
The molecule C9H7NS. Source: OMol25; level of theory: ωB97M-V/def2-TZVPD.

Positions of all 18 atoms, in Å:
1 C -0.807 2.323 -0.060
2 C -1.545 1.128 -0.007
3 C 0.580 2.425 -0.035
4 C 0.467 0.234 0.287
5 C -0.830 -0.064 0.144
6 C 1.357 1.242 0.085
7 C 1.575 -1.616 0.050
8 C -1.063 -1.552 0.117
9 C 0.306 -2.360 -0.028
10 N 2.649 0.897 -0.046
11 S 2.918 -0.724 -0.120
12 H -1.367 3.240 -0.180
13 H -2.619 1.145 -0.115
14 H 1.064 3.380 -0.165
15 H -1.561 -1.865 1.040
16 H -1.722 -1.819 -0.713
17 H 0.285 -2.874 -0.995
18 H 0.312 -3.142 0.739

orbital gap (spin up / spin down)	7.737 / 7.736	eV
charge	0
LUMO (spin up / spin down)	-0.036 / -0.037	eV
2S+1	1

---

Pick model i: it beats the second-best structure by 0.0720 hartree.

---

Model i:
The molecule Cl2H3N2OP. Source: OMol25; level of theory: ωB97M-V/def2-TZVPD.

Positions of all 9 atoms, in Å:
1 N -1.571 -0.390 -0.042
2 N -0.494 0.374 -0.646
3 P 0.937 0.300 0.363
4 O 0.657 0.300 1.797
5 Cl 1.968 1.766 -0.412
6 Cl 1.801 -1.424 -0.286
7 H -1.400 -1.392 0.037
8 H -1.578 -0.062 0.895
9 H -0.320 0.527 -1.705

orbital gap	10.238	eV
charge	0
LUMO	0.378	eV
2S+1	1

---

Model ii:
A cluster of 2 separate species, Cl2H3N2OP in total. Source: OMol25; level of theory: ωB97M-V/def2-TZVPD.

Positions of all 9 atoms, in Å:
1 H -0.070 1.182 -1.305
2 N -1.066 1.077 -1.144
3 N -1.422 -0.117 -1.300
4 H -2.444 -0.207 -0.989
5 O 3.209 0.027 1.642
6 P 2.289 -0.288 0.347
7 Cl 2.087 1.408 -0.617
8 Cl 3.724 -1.204 -0.695
9 H 4.152 0.064 1.577

orbital gap	9.933	eV
charge	0
LUMO	0.674	eV
2S+1	1

---

Pick model i: it beats the second-best structure by 0.0513 hartree.

---

Model i:
The molecule C17H25NO4. Source: OMol25; level of theory: ωB97M-V/def2-TZVPD.

Positions of all 47 atoms, in Å:
1 C -3.283 -3.313 2.316
2 C -1.775 -3.910 2.193
3 C -0.877 -3.150 1.276
4 O 0.309 -3.518 1.094
5 O -1.335 -1.997 0.616
6 C -0.524 -0.909 -0.070
7 C -1.578 0.048 -0.617
8 C -2.673 0.344 0.137
9 C -3.649 1.292 -0.282
10 C -3.631 1.833 -1.550
11 C -2.569 1.559 -2.381
12 C -1.528 0.714 -1.888
13 C 0.134 -1.387 -1.292
14 C 1.438 -0.647 -1.445
15 N 1.646 0.111 -0.242
16 C 2.910 0.834 0.118
17 C 3.064 2.330 -0.222
18 O 2.361 2.778 -1.391
19 C 4.572 2.839 -0.229
20 O 5.214 2.376 -1.397
21 C 0.626 -0.186 0.746
22 C 0.206 1.073 1.528
23 H -3.612 -3.338 1.304
24 H -3.870 -4.004 2.989
25 H -3.410 -2.203 2.607
26 H -1.380 -3.999 3.202
27 H -1.871 -4.852 1.645
28 H -2.692 -0.125 1.057
29 H -4.490 1.469 0.282
30 H -4.466 2.392 -1.942
31 H -2.501 1.969 -3.345
32 H -0.683 0.557 -2.583
33 H -0.398 -1.478 -2.219
34 H 0.352 -2.370 -1.079
35 H 1.274 -0.001 -2.289
36 H 2.180 -1.350 -1.705
37 H 3.695 0.338 -0.361
38 H 3.097 0.702 1.200
39 H 2.575 2.804 0.691
40 H 1.462 2.353 -1.611
41 H 4.594 3.952 -0.280
42 H 5.104 2.497 0.576
43 H 4.481 2.025 -1.936
44 H 1.082 -0.847 1.449
45 H 1.038 1.488 2.042
46 H -0.493 0.919 2.380
47 H -0.125 1.990 0.907

orbital gap	8.936	eV
charge	0
LUMO	0.644	eV
2S+1	1

---

Model ii:
The molecule C17H25NO4. Source: OMol25; level of theory: ωB97M-V/def2-TZVPD.

Positions of all 47 atoms, in Å:
1 C 1.633 -3.675 1.548
2 C 2.332 -2.384 1.195
3 O 3.020 -1.814 2.065
4 N 2.167 -1.862 -0.061
5 C 2.803 -0.651 -0.595
6 C 2.334 0.616 0.051
7 C 2.649 1.866 -0.767
8 O 3.746 1.968 -1.294
9 O 1.622 2.708 -0.948
10 C 0.429 1.929 -0.770
11 C 0.773 0.781 0.202
12 C 0.494 1.206 1.698
13 C -1.000 1.369 2.079
14 C -1.756 0.058 1.919
15 C -1.509 -1.019 2.963
16 C -2.608 -0.251 0.843
17 C -2.711 0.535 -0.420
18 C -2.056 -0.291 -1.572
19 C -1.222 0.594 -2.501
20 C -1.929 1.217 -3.716
21 O 0.141 0.101 -2.556
22 C 0.038 1.469 -2.201
23 H 2.171 -4.519 1.158
24 H 0.589 -3.671 1.230
25 H 1.605 -3.815 2.641
26 H 1.454 -2.296 -0.584
27 H 2.558 -0.609 -1.688
28 H 3.904 -0.674 -0.531
29 H 2.805 0.683 1.028
30 H -0.332 2.537 -0.340
31 H 0.214 -0.096 -0.076
32 H 1.057 2.122 1.961
33 H 0.889 0.385 2.320
34 H -1.039 1.669 3.125
35 H -1.428 2.207 1.469
36 H -0.603 -1.589 2.679
37 H -1.359 -0.555 3.949
38 H -2.352 -1.672 3.039
39 H -3.113 -1.234 0.847
40 H -3.797 0.696 -0.637
41 H -2.249 1.507 -0.381
42 H -1.443 -1.134 -1.193
43 H -2.881 -0.756 -2.121
44 H -1.306 1.121 -4.617
45 H -2.858 0.706 -3.969
46 H -2.131 2.285 -3.527
47 H 0.256 2.231 -2.941

orbital gap	9.435	eV
charge	0
LUMO	0.570	eV
2S+1	1

---

Model iii:
The molecule C17H25NO4. Source: OMol25; level of theory: ωB97M-V/def2-TZVPD.

Positions of all 47 atoms, in Å:
1 C 3.667 1.946 -4.145
2 C 2.188 2.250 -4.351
3 C 1.562 1.314 -5.383
4 C 0.082 1.602 -5.649
5 C -0.849 1.262 -4.485
6 C -1.040 -0.246 -4.302
7 O -1.822 -0.553 -3.165
8 C -1.269 -0.466 -1.927
9 C -2.144 -0.686 -0.861
10 C -1.694 -0.641 0.440
11 C -0.357 -0.374 0.719
12 C 0.138 -0.337 2.150
13 C 0.081 -1.733 2.790
14 C 0.785 -1.723 4.142
15 O 1.975 -1.937 4.260
16 N -0.032 -1.460 5.181
17 C 0.456 -1.333 6.533
18 C -0.726 0.657 2.891
19 O -1.639 0.387 3.630
20 O -0.387 1.915 2.605
21 C 0.510 -0.155 -0.338
22 C 0.069 -0.201 -1.650
23 H 4.214 2.057 -5.079
24 H 3.803 0.927 -3.790
25 H 4.099 2.624 -3.413
26 H 2.073 3.283 -4.688
27 H 1.672 2.157 -3.394
28 H 2.106 1.424 -6.324
29 H 1.689 0.279 -5.060
30 H -0.238 1.037 -6.528
31 H -0.026 2.663 -5.882
32 H -0.468 1.693 -3.559
33 H -1.831 1.705 -4.666
34 H -0.077 -0.768 -4.256
35 H -1.606 -0.654 -5.145
36 H -3.179 -0.891 -1.084
37 H -2.390 -0.808 1.249
38 H 1.168 0.031 2.161
39 H -0.957 -2.046 2.899
40 H 0.604 -2.433 2.138
41 H -0.979 -1.166 4.994
42 H 1.504 -1.628 6.533
43 H -0.107 -1.986 7.201
44 H 0.371 -0.302 6.886
45 H -0.981 2.541 3.050
46 H 1.552 0.054 -0.143
47 H 0.782 -0.032 -2.439

orbital gap	9.141	eV
charge	0
LUMO	0.627	eV
2S+1	1

---

Pick model iii: it beats the second-best structure by 0.0997 hartree.

---

Model i:
A cluster of 2 separate species, C2H8S3 in total. Source: OMol25; level of theory: ωB97M-V/def2-TZVPD.

Positions of all 13 atoms, in Å:
1 C 1.195 -0.643 2.354
2 S 1.830 1.057 2.321
3 S 3.267 1.015 0.888
4 H 1.788 -1.255 1.687
5 H 0.141 -0.675 2.104
6 H 1.356 -1.029 3.363
7 H 2.615 1.511 -0.178
8 C -2.384 -0.333 -1.950
9 S -1.187 1.001 -1.733
10 H -2.322 -0.901 -1.027
11 H -3.388 0.027 -2.099
12 H -2.096 -1.013 -2.738
13 H -0.815 1.239 -2.992

orbital gap	9.624	eV
charge	0
LUMO	0.644	eV
2S+1	1

---

Model ii:
A cluster of 2 separate species, C2H8S3 in total. Source: OMol25; level of theory: ωB97M-V/def2-TZVPD.

Positions of all 13 atoms, in Å:
1 C 0.978 3.553 2.064
2 S 0.136 2.185 1.223
3 C 1.200 0.766 1.686
4 H 0.245 4.355 2.125
5 H 1.300 3.253 3.060
6 H 1.836 3.890 1.489
7 H 0.677 0.173 2.437
8 H 2.137 1.147 2.076
9 H 1.396 0.166 0.803
10 S -0.630 -2.325 -0.618
11 S -0.776 -1.991 -2.664
12 H -0.213 -1.070 -0.400
13 H -1.033 -3.255 -2.981

orbital gap	8.829	eV
charge	0
LUMO	0.337	eV
2S+1	1

---

Model iii:
A cluster of 2 separate species, C2H8S3 in total. Source: OMol25; level of theory: ωB97M-V/def2-TZVPD.

Positions of all 13 atoms, in Å:
1 C 2.146 0.052 0.785
2 S 1.524 0.774 -0.746
3 S 2.322 -0.168 -2.397
4 H 1.506 -0.657 1.316
5 H 2.272 0.909 1.498
6 H 3.135 -0.363 0.911
7 H 2.744 -1.078 -1.488
8 C -3.027 0.051 0.319
9 S -1.871 0.992 -0.581
10 H -2.603 -0.124 1.311
11 H -4.075 0.445 0.255
12 H -3.165 -0.918 -0.269
13 H -0.910 0.086 -0.913

orbital gap	8.617	eV
charge	0
LUMO	0.543	eV
2S+1	1

---

Pick model i: it beats the second-best structure by 0.0109 hartree.

---

Model i:
The molecule C6H7Cl. Source: OMol25; level of theory: ωB97M-V/def2-TZVPD.

Positions of all 14 atoms, in Å:
1 C 0.535 0.694 2.800
2 C 1.175 0.530 1.670
3 C 0.291 0.587 0.531
4 C 0.362 -0.267 -0.533
5 C -0.673 -0.230 -1.621
6 C -0.894 -1.081 -2.693
7 Cl -2.176 -0.638 -3.744
8 H 1.061 0.494 3.736
9 H -0.480 0.545 2.872
10 H 2.212 0.487 1.575
11 H -0.606 1.330 0.583
12 H 1.159 -0.975 -0.827
13 H -1.426 0.643 -1.488
14 H -0.540 -2.119 -2.860

orbital gap	8.578	eV
charge	0
LUMO	0.291	eV
2S+1	1

---

Model ii:
The molecule C6H7Cl. Source: OMol25; level of theory: ωB97M-V/def2-TZVPD.

Positions of all 14 atoms, in Å:
1 C 0.981 -1.494 1.654
2 C -0.275 -1.150 1.501
3 Cl -1.339 -1.868 2.592
4 C -0.923 -0.312 0.444
5 C -0.027 0.332 -0.741
6 C -0.014 1.812 -1.014
7 C -0.511 1.034 -1.942
8 H 1.276 -2.445 2.109
9 H 1.701 -1.137 0.914
10 H -1.539 0.496 1.040
11 H -1.763 -0.861 0.151
12 H 0.879 -0.353 -0.720
13 H 0.512 2.741 -0.704
14 H -1.133 0.876 -2.838

orbital gap	10.320	eV
charge	0
LUMO	1.088	eV
2S+1	1

---

Model iii:
The molecule C6H7Cl. Source: OMol25; level of theory: ωB97M-V/def2-TZVPD.

Positions of all 14 atoms, in Å:
1 C -2.424 0.017 -0.822
2 C -1.575 0.420 0.012
3 C -0.728 0.780 0.978
4 C 0.814 0.622 0.977
5 C 1.359 0.045 -0.314
6 C 1.759 -1.207 -0.467
7 Cl 2.099 -1.724 -2.120
8 H -2.969 0.451 -1.672
9 H -2.728 -1.026 -0.575
10 H -1.289 1.341 1.787
11 H 1.388 1.569 1.191
12 H 1.086 0.002 1.925
13 H 1.664 0.714 -1.123
14 H 1.547 -2.003 0.224

orbital gap	10.295	eV
charge	0
LUMO	0.937	eV
2S+1	1

---

Pick model i: it beats the second-best structure by 0.0099 hartree.

---

Model i:
A cluster of 2 separate species, C3H11N2S in total. Source: OMol25; level of theory: ωB97M-V/def2-TZVPD.

Positions of all 17 atoms, in Å:
1 C -1.286 0.034 2.012
2 S 0.049 -0.081 0.701
3 C 1.389 0.839 1.858
4 H -0.892 0.517 3.004
5 H -1.713 -1.058 2.197
6 H -2.024 0.716 1.433
7 H 2.247 1.424 1.279
8 H 0.803 1.445 2.647
9 H 1.787 0.019 2.601
10 N -1.109 0.134 -2.166
11 C -0.209 -0.784 -2.527
12 N 1.046 -0.891 -2.016
13 H -0.851 0.731 -1.348
14 H -1.990 0.066 -2.557
15 H -0.401 -1.359 -3.430
16 H 1.795 -1.369 -2.601
17 H 1.358 -0.384 -1.087

orbital gap	8.994	eV
charge	+1
LUMO	-3.667	eV
2S+1	1

---

Model ii:
A cluster of 2 separate species, C3H11N2S in total. Source: OMol25; level of theory: ωB97M-V/def2-TZVPD.

Positions of all 17 atoms, in Å:
1 C -3.331 1.039 1.254
2 C -2.367 1.665 0.114
3 S -0.706 0.816 0.136
4 H -2.957 0.016 1.323
5 H -3.269 1.651 2.160
6 H -4.391 1.027 1.009
7 H -2.265 2.655 0.429
8 H -2.774 1.544 -1.042
9 H -0.106 1.461 1.157
10 N 2.351 -0.569 -0.151
11 C 2.824 -1.749 -0.551
12 N 3.008 -2.267 -1.798
13 H 1.463 -0.074 -0.494
14 H 2.778 -0.032 0.564
15 H 3.345 -2.305 0.275
16 H 3.570 -3.135 -1.779
17 H 2.826 -1.744 -2.606

orbital gap	7.820	eV
charge	+1
LUMO	-4.564	eV
2S+1	1

---

Model iii:
A cluster of 2 separate species, C3H11N2S in total. Source: OMol25; level of theory: ωB97M-V/def2-TZVPD.

Positions of all 17 atoms, in Å:
1 C 3.423 0.092 -0.868
2 C 2.221 0.034 0.049
3 S 1.024 1.382 -0.148
4 H 3.196 0.297 -1.908
5 H 4.032 0.937 -0.520
6 H 4.100 -0.739 -0.697
7 H 2.542 0.065 1.095
8 H 1.643 -0.884 -0.093
9 H 1.778 2.413 -0.530
10 N -1.811 -0.577 0.430
11 C -3.094 -0.819 0.248
12 N -4.091 -0.184 0.784
13 H -1.465 0.163 1.031
14 H -1.236 -0.707 -0.395
15 H -3.322 -1.571 -0.493
16 H -5.035 -0.484 0.596
17 H -3.907 0.581 1.420

orbital gap	8.291	eV
charge	+1
LUMO	-3.903	eV
2S+1	1

---

Pick model iii: it beats the second-best structure by 0.0468 hartree.

---

Model i:
A cluster of 2 separate species, C3H11N2S in total. Source: OMol25; level of theory: ωB97M-V/def2-TZVPD.

Positions of all 17 atoms, in Å:
1 C 0.689 -2.072 2.659
2 C 1.641 -1.087 1.996
3 S 1.405 -0.586 0.256
4 H -0.145 -1.594 2.949
5 H 0.510 -2.856 1.859
6 H 1.121 -2.504 3.615
7 H 2.530 -1.599 1.960
8 H 1.695 -0.269 2.566
9 H 2.686 -0.888 0.129
10 N -0.961 1.030 -1.335
11 C -1.461 2.053 -2.007
12 N -2.224 1.998 -3.125
13 H -1.408 0.196 -1.753
14 H -0.105 0.843 -0.741
15 H -1.248 3.021 -1.721
16 H -2.895 2.738 -3.309
17 H -1.831 1.574 -3.999

orbital gap	8.107	eV
charge	+1
LUMO	-4.618	eV
2S+1	1

---

Model ii:
A cluster of 2 separate species, C3H11N2S in total. Source: OMol25; level of theory: ωB97M-V/def2-TZVPD.

Positions of all 17 atoms, in Å:
1 C -1.573 -0.326 -0.747
2 C -0.762 -0.537 1.507
3 C 0.703 -0.442 -0.564
4 N 1.124 1.764 -0.301
5 N -0.432 -0.212 0.091
6 S 2.209 -0.924 0.194
7 H -2.094 0.636 -0.872
8 H -1.121 -0.490 -1.701
9 H -2.187 -1.206 -0.510
10 H -1.489 0.315 1.799
11 H -1.518 -1.366 1.449
12 H 0.134 -0.538 2.219
13 H 0.525 -0.369 -1.675
14 H 0.389 2.123 -0.939
15 H 2.164 1.798 -0.350
16 H 0.475 1.758 0.634
17 H 3.136 -1.025 -0.773

orbital gap	9.410	eV
charge	+1
LUMO	-4.143	eV
2S+1	1

---

Pick model i: it beats the second-best structure by 0.0551 hartree.

---

Model i:
A cluster of 2 separate species, C3H11N2S in total. Source: OMol25; level of theory: ωB97M-V/def2-TZVPD.

Positions of all 17 atoms, in Å:
1 C -1.517 -2.911 -1.416
2 C -2.024 -1.461 -1.471
3 S -1.038 -0.487 -0.174
4 H -0.500 -3.021 -1.893
5 H -1.634 -3.368 -0.400
6 H -2.282 -3.556 -1.980
7 H -3.116 -1.413 -1.114
8 H -1.949 -1.097 -2.406
9 H -1.296 -1.271 0.869
10 N 1.329 0.936 1.318
11 C 2.176 1.943 1.473
12 N 2.447 2.807 0.485
13 H 0.530 1.023 0.779
14 H 1.180 0.312 2.090
15 H 2.671 2.140 2.498
16 H 2.685 3.765 0.657
17 H 2.066 2.660 -0.449

orbital gap	8.196	eV
charge	+1
LUMO	-4.226	eV
2S+1	1

---

Model ii:
A cluster of 2 separate species, C3H11N2S in total. Source: OMol25; level of theory: ωB97M-V/def2-TZVPD.

Positions of all 17 atoms, in Å:
1 C 1.644 1.399 -0.506
2 C 0.531 -1.166 0.014
3 C 1.569 0.824 0.831
4 N 0.968 -0.274 1.080
5 N -0.650 -1.818 0.757
6 S -3.103 0.894 -0.369
7 H 2.036 2.345 -0.588
8 H 2.385 0.723 -1.067
9 H 0.632 1.466 -1.008
10 H -2.832 1.905 -1.193
11 H 0.273 -0.621 -0.892
12 H 1.257 -1.932 -0.187
13 H 2.163 1.235 1.546
14 H -1.361 -2.163 0.094
15 H -0.358 -2.463 1.530
16 H -1.102 -0.909 1.100
17 H -4.052 0.555 -1.142

orbital gap	10.060	eV
charge	+1
LUMO	-3.421	eV
2S+1	1

---

Pick model i: it beats the second-best structure by 0.0376 hartree.